{
  "formula": "C51H112AsF6N5",
  "method": "ωB97M-V with the def2-TZVPD basis set",
  "lumo_energy_ev": -6.44,
  "gap_ev": 11.25,
  "charge": 4,
  "homo_ha": -0.6500,
  "energy_ha": -5118.03905,
  "elements": ["C", "C", "C", "N", "C", "C", "C", "C", "C", "C", "H", "H", "H", "H", "H", "H", "H", "H", "H", "H", "H", "H", "H", "H", "H", "H", "H", "H", "H", "H", "C", "C", "C", "N", "C", "C", "C", "C", "C", "C", "H", "H", "H", "H", "H", "H", "H", "H", "H", "H", "H", "H", "H", "H", "H", "H", "H", "H", "H", "H", "C", "C", "C", "C", "N", "C", "C", "C", "C", "C", "C", "C", "H", "H", "H", "H", "H", "H", "H", "H", "H", "H", "H", "H", "H", "H", "H", "H", "H", "H", "H", "H", "H", "H", "H", "H", "C", "C", "C", "C", "N", "C", "C", "C", "C", "C", "C", "C", "H", "H", "H", "H", "H", "H", "H", "H", "H", "H", "H", "H", "H", "H", "H", "H", "H", "H", "H", "H", "H", "H", "H", "H", "C", "C", "C", "C", "N", "C", "C", "C", "C", "C", "C", "C", "H", "H", "H", "H", "H", "H", "H", "H", "H", "H", "H", "H", "H", "H", "H", "H", "H", "H", "H", "H", "H", "H", "H", "H", "As", "F", "F", "F", "F", "F", "F"],
  "xyz": [[-2.944, 1.509, -6.197], [-4.205, 1.209, -5.448], [-4.543, 2.420, -4.653], [-6.036, 2.550, -4.155], [-6.320, 3.646, -3.066], [-5.561, 3.318, -1.715], [-5.924, 1.874, -1.288], [-5.600, 0.811, -2.314], [-6.362, 1.206, -3.598], [-6.871, 2.910, -5.355], [-2.670, 0.761, -6.953], [-2.129, 1.546, -5.442], [-2.999, 2.466, -6.795], [-3.923, 0.304, -4.816], [-4.954, 0.923, -6.170], [-4.290, 3.351, -5.184], [-3.914, 2.454, -3.757], [-6.060, 4.587, -3.542], [-7.435, 3.694, -2.849], [-4.435, 3.413, -1.777], [-5.920, 4.117, -1.050], [-5.470, 1.662, -0.317], [-6.977, 1.900, -0.998], [-4.549, 0.672, -2.436], [-5.937, -0.129, -1.993], [-6.299, 0.440, -4.388], [-7.395, 1.253, -3.280], [-6.653, 3.969, -5.624], [-7.915, 2.797, -5.016], [-6.720, 2.275, -6.204], [1.833, 9.069, 1.630], [1.321, 8.458, 2.939], [0.014, 7.757, 2.507], [-0.698, 6.960, 3.522], [-1.197, 7.882, 4.634], [-1.993, 7.090, 5.698], [-3.147, 6.323, 5.036], [-2.657, 5.427, 3.899], [-1.895, 6.305, 2.868], [0.294, 5.988, 4.074], [2.298, 8.318, 0.997], [2.527, 9.921, 1.819], [1.012, 9.489, 1.028], [1.053, 9.285, 3.583], [2.030, 7.854, 3.526], [0.270, 7.050, 1.671], [-0.681, 8.470, 2.083], [-1.801, 8.655, 4.262], [-0.281, 8.358, 4.998], [-2.365, 7.869, 6.419], [-1.337, 6.406, 6.147], [-3.888, 7.014, 4.599], [-3.814, 5.803, 5.775], [-3.544, 4.968, 3.390], [-2.069, 4.494, 4.145], [-2.579, 7.073, 2.507], [-1.483, 5.711, 2.043], [0.597, 5.407, 3.226], [-0.226, 5.346, 4.770], [1.174, 6.509, 4.583], [3.424, 0.372, -8.213], [3.833, 0.852, -6.825], [2.792, 0.976, -5.716], [3.518, 1.300, -4.438], [2.750, 1.332, -3.095], [3.719, 1.531, -1.994], [3.125, 0.797, -0.838], [2.345, -0.439, -1.460], [2.062, -0.110, -2.909], [1.615, 2.347, -3.112], [2.033, 3.793, -3.138], [0.776, 4.691, -3.226], [2.830, 1.133, -8.760], [2.843, -0.527, -8.135], [4.311, 0.163, -8.813], [4.349, 1.809, -6.838], [4.636, 0.145, -6.421], [2.335, -0.003, -5.638], [2.038, 1.700, -5.971], [3.957, 2.301, -4.435], [4.376, 0.593, -4.373], [3.907, 2.569, -1.818], [4.686, 1.035, -2.363], [2.544, 1.471, -0.229], [3.960, 0.467, -0.174], [1.409, -0.617, -0.952], [3.015, -1.301, -1.558], [1.034, 0.006, -3.258], [2.516, -0.673, -3.721], [1.166, 2.199, -2.133], [0.930, 1.971, -3.896], [2.699, 4.089, -3.992], [2.509, 4.107, -2.232], [0.117, 4.199, -3.907], [1.111, 5.672, -3.593], [0.240, 4.771, -2.287], [-0.992, -3.208, -1.992], [-2.515, -3.156, -1.739], [-2.842, -3.996, -0.554], [-4.379, -4.050, -0.289], [-4.877, -4.683, 1.028], [-6.389, -4.324, 1.236], [-6.878, -5.350, 2.195], [-6.170, -6.653, 1.721], [-4.874, -6.218, 0.976], [-4.076, -4.265, 2.169], [-4.026, -2.823, 2.670], [-3.104, -2.857, 3.872], [-0.700, -4.175, -2.255], [-0.461, -2.906, -1.118], [-0.705, -2.509, -2.766], [-2.996, -3.582, -2.658], [-2.872, -2.141, -1.644], [-2.278, -3.690, 0.293], [-2.481, -5.015, -0.673], [-4.922, -4.510, -1.065], [-4.709, -3.035, -0.294], [-6.478, -3.314, 1.668], [-6.840, -4.352, 0.257], [-6.676, -5.123, 3.252], [-7.946, -5.409, 2.171], [-6.042, -7.275, 2.621], [-6.815, -7.188, 0.993], [-3.936, -6.681, 1.301], [-5.000, -6.475, -0.051], [-3.107, -4.649, 1.918], [-4.362, -4.901, 2.993], [-4.993, -2.519, 2.975], [-3.707, -2.146, 1.892], [-1.984, -2.909, 3.592], [-3.170, -3.747, 4.539], [-3.276, -1.952, 4.490], [9.718, -6.070, 1.553], [8.442, -5.709, 0.690], [7.136, -5.747, 1.526], [7.188, -4.731, 2.638], [5.982, -4.846, 3.638], [4.706, -4.331, 3.119], [4.765, -2.825, 3.203], [5.896, -2.551, 4.283], [6.301, -3.922, 4.748], [5.838, -6.242, 4.227], [7.101, -6.831, 4.933], [6.922, -8.310, 5.111], [9.540, -6.965, 2.123], [10.047, -5.231, 2.186], [10.555, -6.318, 0.890], [8.328, -6.448, -0.123], [8.557, -4.734, 0.198], [7.142, -6.818, 1.807], [6.206, -5.665, 0.923], [7.172, -3.731, 2.262], [8.148, -4.718, 3.194], [3.953, -4.736, 3.760], [4.503, -4.730, 2.108], [3.760, -2.483, 3.462], [4.965, -2.418, 2.225], [5.493, -2.030, 5.137], [6.735, -2.109, 3.782], [5.699, -4.216, 5.609], [7.326, -3.965, 5.054], [5.576, -6.880, 3.347], [4.958, -6.215, 4.873], [7.220, -6.391, 5.893], [8.001, -6.614, 4.355], [6.431, -8.783, 4.269], [6.257, -8.543, 5.960], [7.960, -8.672, 5.268], [-1.454, 1.327, -0.467], [-1.833, 1.854, 1.080], [-2.312, 2.682, -1.210], [-1.173, 0.929, -2.124], [-0.551, 0.010, 0.224], [-2.906, 0.423, -0.590], [0.016, 2.210, -0.407]],
  "atomic_forces_ev_per_a": [[1.491, 0.951, -0.923], [0.437, -1.693, 0.075], [-0.470, 1.784, 1.707], [1.148, -0.046, -0.468], [0.566, -0.985, 0.538], [0.395, 0.014, -1.542], [-0.001, 1.119, 1.569], [-0.477, 2.076, -0.918], [-0.565, -1.152, 0.286], [-0.821, 0.770, 1.116], [-0.228, -0.100, 0.454], [-0.150, 0.317, -0.711], [0.112, -0.781, 0.854], [-0.953, 1.091, -0.501], [-0.523, -0.115, -0.053], [-0.485, -0.310, -0.056], [-0.199, -0.056, 0.019], [0.275, 0.088, 0.157], [1.279, -0.513, -0.584], [-1.259, 0.051, -0.209], [0.126, -0.560, 0.220], [0.479, -0.030, -0.194], [-0.326, -0.339, -0.503], [0.935, 0.275, -0.266], [-0.859, -1.331, 0.353], [0.088, 0.527, 0.207], [-0.495, 0.060, -0.196], [-0.198, -0.843, 0.215], [0.325, 0.268, -0.382], [0.380, -0.476, -0.244], [0.660, 0.780, 0.073], [-1.110, 0.606, -0.407], [1.275, -0.635, -1.130], [-0.460, 1.043, 0.742], [1.030, -1.432, 1.030], [-0.988, 1.808, -0.948], [-0.989, -0.117, 0.584], [-0.290, -1.036, -0.918], [0.078, -1.494, 0.776], [0.126, 0.369, 0.807], [0.310, -0.010, -0.007], [-0.322, -0.862, -0.194], [0.110, -0.088, 0.373], [-0.030, 0.250, 0.295], [-0.113, 0.096, -0.804], [-0.280, 0.471, 0.720], [-0.140, 0.273, 0.108], [-0.846, 0.869, -1.139], [-0.294, -0.180, 0.395], [0.402, -1.013, -0.443], [0.778, -0.804, 1.187], [0.455, 0.156, -0.067], [1.093, 0.080, -0.454], [0.648, 0.625, 0.171], [-0.372, 1.226, 0.246], [0.370, 0.211, -0.086], [-0.302, 0.147, 0.068], [0.532, -0.411, -0.305], [0.192, -0.107, 0.176], [-1.539, -0.742, -0.801], [-0.193, 1.117, 0.024], [1.776, -0.523, 0.804], [-0.161, -0.584, -0.210], [0.718, 0.767, 0.844], [-0.750, -1.358, -2.532], [1.288, -1.653, -1.068], [0.719, -1.365, 0.769], [0.772, 0.487, -0.295], [0.707, 2.532, -0.978], [0.635, -0.701, 0.743], [-0.235, 1.061, -1.427], [0.972, -0.152, -0.134], [0.253, -0.426, 0.342], [-0.335, -0.543, -0.074], [-0.091, 0.014, 0.088], [0.154, 0.211, -0.502], [-0.939, 0.649, -0.572], [-0.494, -0.213, 0.122], [-0.402, 0.361, -0.099], [0.115, -0.050, -0.511], [-0.719, 0.322, 0.520], [0.067, 0.534, -0.049], [-1.270, 0.763, 0.711], [-0.733, -0.090, 0.058], [-0.719, 0.043, -0.440], [0.055, -0.395, 0.391], [-0.286, -0.053, 0.934], [-0.097, 0.117, 0.690], [0.384, -0.627, 0.696], [-0.542, -0.183, -0.181], [0.325, 0.752, 0.329], [-0.491, -0.544, 0.656], [0.679, -0.232, 0.578], [-0.725, 0.182, -0.789], [-0.563, -0.264, 0.156], [0.095, 0.075, 0.247], [-1.333, 1.648, 0.135], [0.558, -0.632, -1.825], [-1.581, -1.647, 0.485], [1.238, 0.526, 1.349], [-1.017, 0.320, -1.376], [1.321, 0.872, 0.526], [0.420, -0.855, 0.113], [-0.589, -0.084, 0.480], [-0.971, 0.180, 0.393], [0.587, -0.229, 0.843], [0.451, -1.538, -0.509], [2.271, 0.392, 0.775], [0.535, -1.590, -0.507], [0.443, 0.197, 0.844], [0.020, 0.062, -0.378], [0.145, 0.348, 0.714], [-0.017, 0.379, 0.234], [0.189, 0.875, 0.947], [0.027, -0.309, -0.464], [-0.430, -0.910, -0.985], [-0.411, 0.840, 0.380], [0.312, -0.243, -0.552], [-0.235, -0.168, -0.244], [0.384, 0.092, -0.431], [-0.703, -0.260, -0.293], [0.335, -0.074, -0.684], [0.392, 0.207, 0.609], [-0.177, 0.568, 0.267], [0.054, -0.108, -0.793], [0.866, 0.205, 0.060], [-0.418, -0.140, 0.374], [-1.055, 0.349, 0.377], [0.345, 0.331, -0.163], [-1.700, 0.459, 0.123], [-0.664, 0.555, -0.507], [0.352, -0.581, -0.282], [-0.555, 0.784, -1.258], [0.385, 0.025, 0.019], [0.380, -1.118, -0.735], [-0.429, -0.751, 0.710], [2.402, -0.652, 0.634], [-0.248, -0.569, -1.380], [0.037, -0.038, 0.625], [-1.352, -0.475, -1.051], [-0.764, 0.377, 0.916], [0.459, -0.824, -1.343], [-1.335, 0.930, -1.330], [0.376, -0.539, 0.660], [-0.164, -0.291, 0.516], [-0.164, -0.408, -0.098], [-0.189, 0.219, 0.063], [0.108, 0.300, 0.375], [0.138, -0.146, 0.134], [-0.265, 0.587, 0.811], [0.654, 0.357, 0.078], [-0.512, 0.678, -0.542], [-0.835, -0.668, 0.043], [-0.543, -0.198, 0.489], [0.276, 0.173, 0.479], [0.299, 0.249, 0.267], [0.419, 0.368, -0.170], [0.311, 0.711, -0.059], [0.266, 0.872, 0.172], [-0.066, -0.121, -0.040], [0.576, -0.313, -0.038], [0.195, 0.356, 0.767], [0.197, 0.068, 0.107], [0.192, 0.619, 0.846], [-0.115, -0.028, -0.116], [0.381, -0.177, -0.437], [0.599, 0.091, -0.093], [-0.975, -0.547, 0.059], [-0.439, 0.549, -1.203], [-0.586, 0.562, 1.339], [0.080, 0.361, 0.710], [1.026, -1.028, -0.564], [-0.306, -0.517, -0.527], [-0.557, -0.797, 0.388], [0.717, 0.765, -0.169]],
  "mulliken_charge": [-1.322, -0.097, -0.460, -0.054, -0.737, -0.050, -0.922, 0.063, -1.118, -0.914, 0.408, 0.111, 0.373, 0.077, 0.438, 0.558, 0.106, 0.453, 0.331, -0.185, 0.505, 0.419, 0.407, -0.127, 0.538, 0.519, 0.545, 0.373, 0.427, 0.363, -1.336, -0.028, -0.900, 0.174, -0.764, -0.674, -0.661, -0.567, -0.651, -1.066, 0.335, 0.378, 0.356, 0.362, 0.213, 0.357, 0.447, 0.465, 0.443, 0.379, 0.360, 0.313, 0.379, 0.380, 0.258, 0.291, 0.554, 0.361, 0.584, 0.262, -1.334, -0.512, 0.014, -1.532, 0.536, -0.606, -0.632, -0.224, -0.539, -0.456, -0.607, -1.372, 0.330, 0.352, 0.380, 0.353, 0.277, 0.263, 0.284, 0.706, 0.453, 0.389, 0.435, 0.151, 0.491, -0.107, 0.418, 0.306, 0.430, 0.056, 0.476, 0.338, 0.395, 0.361, 0.412, 0.293, -1.676, 0.210, -0.665, -1.392, 0.534, -0.639, -0.760, -0.645, -0.476, -1.688, -0.131, -1.356, 0.559, 0.371, 0.381, 0.272, -0.011, 0.426, 0.341, 0.792, 0.507, 0.389, 0.515, 0.314, 0.472, 0.313, 0.339, 0.402, 0.395, 0.558, 0.790, 0.358, 0.194, 0.288, 0.365, 0.383, -1.054, -0.768, -0.300, -0.893, 0.381, -0.706, -0.591, -0.782, -0.842, -1.132, -0.149, -1.362, 0.276, 0.290, 0.401, 0.395, 0.341, 0.201, 0.288, 0.594, 0.315, 0.513, 0.419, 0.390, 0.275, 0.392, 0.363, 0.523, 0.451, 0.446, 0.559, 0.398, 0.290, 0.357, 0.356, 0.367, 2.140, -0.510, -0.534, -0.493, -0.553, -0.504, -0.581]
}